No. 1
The following is a DFT calculation (wB97M-V/def2-TZVPD) of C30H72O12 as an isolated structure at a distorted geometry.

- calculated total energy (eV) = -56817.6463
- largest force on an atom (eV Å⁻¹) = 7.457
- frontier orbital gap (eV) = 8.2

Each line ends with the Löwdin charge.
Cartesian coordinates (Å):
1 C 5.829 26.845 -19.917  -0.200
2 C 7.034 27.833 -19.889  -0.154
3 C 7.561 27.784 -21.286  -0.135
4 O 7.264 26.388 -21.672  -0.114
5 C 6.413 25.713 -20.729  -0.196
6 H 4.882 27.187 -20.334  0.074
7 H 5.717 26.509 -18.886  0.094
8 H 7.937 27.608 -19.322  0.143
9 H 6.702 28.832 -19.605  0.030
10 H 8.612 28.061 -21.211  0.122
11 H 6.996 28.419 -21.969  0.116
12 H 7.026 25.016 -20.159  0.132
13 H 5.552 25.178 -21.131  0.096
14 C -2.125 28.710 -20.188  -0.118
15 C -1.831 28.781 -21.653  -0.149
16 C -0.330 28.823 -21.871  -0.150
17 O 0.134 28.957 -20.517  -0.255
18 C -0.725 28.388 -19.609  -0.216
19 H -2.892 27.990 -19.904  0.119
20 H -2.440 29.698 -19.851  0.111
21 H -2.232 29.700 -22.081  0.113
22 H -2.406 27.958 -22.078  0.117
23 H 0.166 29.506 -22.559  0.137
24 H 0.044 27.869 -22.243  0.089
25 H -0.595 28.690 -18.570  0.131
26 H -0.505 27.322 -19.552  0.086
27 C 4.578 26.614 -14.045  -0.123
28 C 4.223 25.880 -15.439  -0.211
29 C 2.818 25.351 -15.261  -0.110
30 O 2.799 25.138 -13.812  -0.146
31 C 3.883 25.684 -13.037  -0.159
32 H 4.070 27.571 -13.919  0.107
33 H 5.648 26.794 -13.947  0.123
34 H 4.955 25.093 -15.621  0.107
35 H 4.414 26.575 -16.257  0.003
36 H 2.560 24.483 -15.868  0.128
37 H 2.149 26.182 -15.483  0.085
38 H 4.501 24.790 -12.963  0.119
39 H 3.595 26.138 -12.089  0.122
40 C 4.621 23.590 -17.074  -0.152
41 C 5.546 23.912 -18.249  -0.173
42 C 5.235 22.752 -19.279  -0.119
43 O 3.894 22.346 -18.899  -0.123
44 C 3.438 23.151 -17.848  -0.241
45 H 4.494 24.346 -16.300  0.025
46 H 5.051 22.767 -16.503  0.135
47 H 6.592 24.062 -17.985  0.122
48 H 5.297 24.903 -18.629  0.021
49 H 5.906 21.944 -18.987  0.112
50 H 5.337 23.006 -20.334  0.106
51 H 2.664 22.481 -17.477  0.146
52 H 2.898 23.995 -18.278  0.082
53 C 3.612 29.951 -21.163  -0.135
54 C 2.135 30.305 -20.941  -0.133
55 C 2.046 30.279 -19.383  -0.190
56 O 3.287 30.878 -18.922  -0.142
57 C 4.377 30.516 -19.883  -0.115
58 H 3.850 30.482 -22.084  0.121
59 H 3.823 28.882 -21.188  0.060
60 H 1.375 29.640 -21.350  0.044
61 H 2.121 31.355 -21.233  0.135
62 H 2.020 29.294 -18.918  0.068
63 H 1.179 30.845 -19.040  0.130
64 H 5.151 29.847 -19.509  0.027
65 H 4.679 31.531 -20.140  0.128
66 C 3.776 27.457 -22.838  -0.107
67 C 4.107 26.393 -21.861  -0.198
68 C 2.886 25.372 -22.016  -0.105
69 O 1.840 26.305 -22.080  -0.198
70 C 2.256 27.628 -22.479  -0.171
71 H 3.872 26.961 -23.803  0.127
72 H 4.404 28.347 -22.860  0.104
73 H 3.990 26.591 -20.795  0.047
74 H 5.125 26.031 -22.004  0.085
75 H 2.797 24.618 -21.233  0.124
76 H 2.880 24.820 -22.956  0.122
77 H 2.090 28.419 -21.748  0.048
78 H 1.639 27.880 -23.342  0.126
79 O -0.213 25.928 -20.552  0.032
80 H -0.505 25.561 -21.387  0.131
81 H 0.485 26.538 -20.789  0.033
82 O 2.438 28.156 -15.898  -0.078
83 H 2.475 29.051 -16.236  0.092
84 H 3.181 28.096 -15.298  0.026
85 O 0.273 26.857 -16.583  0.058
86 H 0.678 27.724 -16.570  0.064
87 H -0.005 26.709 -15.679  0.115
88 O 0.922 24.581 -19.413  -0.052
89 H 0.295 25.171 -19.831  -0.213
90 H 1.280 25.089 -18.685  -0.166
91 C 3.984 26.115 -18.507  -0.108
92 C 2.599 26.747 -18.290  -0.276
93 C 2.097 27.410 -19.576  -0.012
94 O 1.663 25.819 -17.765  -0.070
95 H 4.561 26.100 -17.583  0.064
96 H 4.509 26.670 -19.285  -0.006
97 H 4.009 25.084 -18.860  0.088
98 H 2.601 27.446 -17.453  0.094
99 H 2.568 26.862 -20.392  0.066
100 H 2.353 28.462 -19.702  0.043
101 H 1.017 27.455 -19.711  0.062
102 H 0.839 26.252 -17.531  -0.052
103 C 5.113 27.955 -16.342  -0.081
104 C 6.302 28.865 -16.799  -0.359
105 C 6.130 29.515 -18.135  -0.111
106 O 6.558 29.767 -15.703  -0.031
107 H 4.237 28.553 -16.089  0.087
108 H 5.289 27.227 -15.550  0.035
109 H 4.664 27.520 -17.235  0.066
110 H 7.212 28.274 -16.904  0.134
111 H 5.294 30.211 -18.065  0.080
112 H 5.896 28.866 -18.979  0.015
113 H 6.950 30.218 -18.281  0.139
114 H 6.449 29.256 -14.898  0.075

No. 2
The following is a DFT calculation (wB97M-V/def2-TZVPD) of C2H2Li2O2 as an isolated structure at a distorted geometry.

- ⟨S²⟩ = 0.75
- calculated total energy (eV) = -6603.3222
- net charge = +1
- multiplicity = 2
- largest force on an atom (eV Å⁻¹) = 4.055
- frontier orbital gap (spin up / spin down) (eV) = 7.5 / 8.6

Each line ends with the Löwdin charge.
Cartesian coordinates (Å):
1 H 0.069 -0.150 -0.897  0.203
2 O 0.384 2.171 -0.464  -0.113
3 C 0.109 1.111 0.068  -0.157
4 C -1.066 0.301 -0.421  -0.427
5 O -2.083 1.025 -0.834  -0.320
6 Li -3.516 1.226 -0.023  0.818
7 Li -0.519 3.805 -0.599  0.875
8 H -1.177 -0.522 0.323  0.120

Asked for energy relative to the best compared isomer or geometry (same formula, charge and spin) across the records above, the calculation gives 2676.7; 277.0 kJ/mol in order.